[1]
The following is a DFT calculation (ωB97M-V with the def2-TZVPD basis set) of 4 unconnected molecules or ions with the total composition C15H30Cl6NO.

Last column: Löwdin spin population.
Positions of all 53 atoms, in Å:
C1 -13.015 -7.286 5.800  0.0140
C2 -11.910 -8.263 5.402  0.0254
C3 -12.602 -9.511 4.873  -0.0002
C4 -13.086 -9.414 3.434  -0.0001
C5 -11.903 -8.986 2.562  0.0004
C6 -11.201 -7.667 2.996  0.0261
N1 -10.924 -7.658 4.453  0.3931
O1 -10.369 -6.517 4.854  0.5020
C7 -9.969 -7.515 2.095  0.0027
C8 -12.245 -6.581 2.679  0.0209
C9 -11.101 -8.672 6.650  0.0064
H1 -12.703 -6.265 6.032  0.0020
H2 -13.491 -7.509 6.759  0.0013
H3 -13.876 -7.205 5.135  0.0003
H4 -11.893 -10.343 4.882  0.0004
H5 -13.422 -9.785 5.537  -0.0003
H6 -13.953 -8.794 3.204  0.0000
H7 -13.342 -10.407 3.057  0.0000
H8 -12.205 -8.970 1.516  -0.0004
H9 -11.069 -9.687 2.689  0.0009
H10 -9.559 -6.504 2.118  -0.0003
H11 -9.170 -8.161 2.461  0.0001
H12 -10.214 -7.760 1.063  -0.0002
H13 -11.909 -5.630 3.093  0.0031
H14 -12.366 -6.583 1.594  0.0020
H15 -13.259 -6.766 3.028  0.0005
H16 -10.094 -9.030 6.410  -0.0002
H17 -11.467 -9.532 7.210  0.0000
H18 -10.847 -7.797 7.248  0.0000
Cl1 -7.315 -2.861 4.820  -0.0001
C10 -8.083 -4.378 5.179  -0.0003
C11 -7.282 -5.174 6.198  0.0005
Cl2 -7.086 -4.300 7.716  0.0000
H19 -8.003 -4.912 4.232  -0.0001
H20 -9.140 -4.243 5.393  -0.0004
H21 -6.279 -5.410 5.843  0.0001
H22 -7.727 -6.165 6.302  0.0005
Cl3 -2.495 -1.683 6.139  0.0000
C12 -4.218 -1.384 6.206  0.0000
C13 -4.755 -1.473 7.648  0.0000
Cl4 -4.065 -0.187 8.682  0.0000
H23 -4.703 -2.084 5.528  0.0000
H24 -4.339 -0.402 5.751  0.0000
H25 -4.397 -2.406 8.079  0.0000
H26 -5.820 -1.333 7.809  0.0000
Cl5 -11.637 -0.578 1.087  0.0000
C14 -10.749 -0.556 2.663  0.0000
C15 -11.140 -1.789 3.441  0.0000
Cl6 -12.862 -1.799 3.886  0.0000
H27 -11.079 0.319 3.221  0.0000
H28 -9.676 -0.482 2.503  0.0000
H29 -10.547 -1.954 4.341  0.0000
H30 -10.794 -2.616 2.816  0.0000

The lowest unoccupied orbital energy (spin up / spin down) is 0.5 / -0.3 eV. As for the orbital gap (spin up / spin down): 9.463 / 9.853 eV. As for the calculated total energy: -3480.6060 a.u. As for the HOMO energy (spin up / spin down): -9.01 / -10.15 eV. Its expectation value of S² is 0.7543. As for the spin multiplicity: 2.



[2]
The following is a DFT calculation (ωB97M-V with the def2-TZVPD basis set) of 3 unconnected molecules or ions with the total composition C15H30N2O12P2S.

Last column: Löwdin charge in e.
Positions of all 62 atoms, in Å:
N1 -0.188 2.248 -1.731  0.1544
C1 -0.033 2.978 -2.802  -0.0321
O1 0.078 3.350 -4.250  -0.1409
O2 1.332 3.065 -4.560  -0.3278
S1 1.213 1.921 -5.834  1.0946
O3 -0.212 1.317 -5.790  -0.3954
O4 2.409 0.694 -5.539  -0.3745
C2 3.504 1.088 -6.484  -0.2572
C3 4.439 -0.188 -6.921  -0.1598
C4 5.932 -0.158 -6.186  -0.1832
C5 5.921 -0.713 -4.643  -0.1517
N2 6.918 0.027 -3.728  -0.1627
C6 7.544 -0.603 -2.482  -0.0769
C7 8.603 0.396 -1.716  -0.0775
C8 8.541 1.758 -2.626  -0.0875
C9 7.468 1.436 -3.824  -0.0796
H1 2.949 1.456 -7.467  0.1077
H2 4.076 1.974 -5.977  0.1354
H3 4.674 -0.064 -8.085  0.1275
H4 3.917 -1.218 -6.731  0.1287
H5 6.637 -0.882 -6.803  0.1221
H6 6.330 0.935 -6.321  0.0976
H7 4.852 -0.790 -4.163  0.1326
H8 6.332 -1.833 -4.684  0.1358
H9 7.380 -1.669 -2.003  0.1016
H10 9.271 0.253 -0.767  0.0772
H11 9.108 2.781 -2.512  0.0756
H12 7.149 2.194 -4.666  0.0909
C10 -1.844 -0.091 -0.661  -0.1306
O5 -2.320 -0.420 0.625  -0.2084
P1 -3.676 -1.277 0.759  0.4532
O6 -4.463 -1.464 -0.500  -0.2484
O7 -4.464 -0.506 1.934  -0.2794
C11 -4.753 0.861 1.706  -0.0958
O8 -3.179 -2.629 1.477  -0.2106
C12 -3.825 -3.833 1.120  -0.1179
H13 -1.640 0.982 -0.688  0.0382
H14 -0.913 -0.634 -0.849  0.0915
H15 -2.559 -0.324 -1.452  0.0812
H16 -4.990 1.043 0.654  0.0905
H17 -3.892 1.468 1.997  0.0947
H18 -5.612 1.148 2.316  0.0962
H19 -3.340 -4.250 0.235  0.0916
H20 -4.889 -3.674 0.920  0.0880
H21 -3.729 -4.544 1.945  0.0899
C13 -4.348 -1.323 9.014  -0.1165
O9 -5.120 -0.602 8.080  -0.2148
P2 -4.464 -0.214 6.662  0.4475
O10 -2.992 -0.448 6.531  -0.2486
O11 -4.917 1.322 6.474  -0.2186
C14 -4.507 2.226 7.483  -0.1165
O12 -5.391 -1.000 5.607  -0.2026
C15 -4.771 -1.506 4.444  -0.1221
H22 -4.403 -0.808 9.976  0.0889
H23 -4.767 -2.328 9.125  0.0902
H24 -3.298 -1.404 8.728  0.0786
H25 -3.511 1.974 7.857  0.0886
H26 -5.225 2.201 8.307  0.0884
H27 -4.482 3.235 7.065  0.0906
H28 -4.360 -2.494 4.658  0.0961
H29 -3.977 -0.841 4.090  0.0819
H30 -5.523 -1.599 3.655  0.0900

The lowest unoccupied orbital energy is -0.8 eV. As for the orbital gap: 7.032 eV. As for the calculated total energy: -2682.4592 a.u. As for the HOMO energy: -7.80 eV.



[3]
The following is a DFT calculation (ωB97M-V with the def2-TZVPD basis set) of a molecular structure, C15H30N2O3P2W.

Last column: Löwdin spin population.
Positions of all 53 atoms, in Å:
W1 0.019 1.092 0.132  0.7588
P1 -1.868 -0.260 0.621  0.0356
P2 1.529 -0.015 -1.182  0.0525
N1 -0.624 2.493 -0.671  0.0349
H1 2.124 -3.108 1.853  0.0955
C1 -2.198 -0.209 2.400  0.0123
H2 -3.039 -0.869 2.658  0.0002
H3 -2.453 0.812 2.694  0.0045
H4 -1.315 -0.531 2.958  0.0018
C2 -2.192 -1.988 0.200  0.0046
H5 -2.997 -2.406 0.832  0.0009
H6 -1.260 -2.576 0.364  0.0000
H7 -2.530 -2.065 -0.845  0.0003
C3 -3.319 0.532 -0.164  0.0038
H8 -4.260 0.163 0.278  0.0003
H9 -3.313 0.279 -1.232  -0.0001
H10 -3.280 1.618 -0.060  0.0016
C4 2.743 0.777 -0.048  0.0246
H11 3.519 1.258 -0.666  0.0003
H12 3.245 0.053 0.609  -0.0001
H13 2.263 1.554 0.593  0.0244
C5 2.193 -1.652 -1.542  0.0098
H14 3.052 -1.601 -2.224  0.0019
H15 1.416 -2.267 -2.005  0.0003
H16 2.497 -2.129 -0.606  -0.0004
C6 1.641 0.892 -2.761  0.0080
H17 2.685 0.926 -3.110  0.0001
H18 1.242 1.906 -2.648  0.0006
H19 1.023 0.354 -3.494  0.0003
C7 -1.239 3.440 -1.441  0.0189
C8 -2.109 5.678 -1.739  0.0005
C9 -1.440 4.752 -0.937  -0.0003
C10 -1.695 3.069 -2.729  -0.0020
C11 -2.360 4.012 -3.522  0.0012
C12 -2.548 5.313 -3.018  -0.0042
H20 -2.283 6.692 -1.358  0.0001
H21 -1.075 4.999 0.059  0.0024
H22 -1.529 2.048 -3.088  0.0003
H23 -2.717 3.725 -4.510  0.0003
H24 -3.057 6.060 -3.652  -0.0002
C13 1.183 -3.600 1.977  0.1755
O1 0.264 -3.663 1.049  0.5562
C14 0.788 -2.852 3.262  0.0223
H25 0.613 -3.628 4.000  0.0074
H26 -0.113 -2.269 3.104  0.0007
H27 1.633 -2.194 3.521  0.0002
C15 2.176 -4.823 2.093  0.0877
H28 3.259 -4.568 2.196  0.0012
H29 2.105 -5.505 1.237  0.0029
H30 1.939 -5.302 3.055  0.0167
O2 4.211 -1.992 1.572  0.0079
N2 3.611 -1.731 2.643  0.0184
O3 3.844 -0.694 3.288  0.0084

The lowest unoccupied orbital energy (spin up / spin down) is -1.0 / -1.2 eV. As for the orbital gap (spin up / spin down): 5.629 / 5.459 eV. As for the calculated total energy: -1674.2495 a.u. As for the HOMO energy (spin up / spin down): -6.67 / -6.63 eV. Its expectation value of S² is 2.0134. As for the spin multiplicity: 3.



[4]
The following is a DFT calculation (ωB97M-V with the def2-TZVPD basis set) of 5 unconnected molecules or ions with the total composition C15H30O15.

Last column: Löwdin charge in e.
Positions of all 60 atoms, in Å:
C1 -3.187 16.909 -31.918  -0.0181
O1 -2.131 16.812 -30.951  -0.0094
C2 -0.928 16.467 -31.367  -0.6448
O2 -0.617 16.181 -32.496  0.1207
O3 -0.122 16.464 -30.310  0.0040
C3 1.214 16.046 -30.554  -0.0358
H1 -2.925 17.553 -32.753  0.0988
H2 -4.016 17.339 -31.364  0.0970
H3 -3.446 15.900 -32.233  0.0874
H4 1.286 14.964 -30.664  0.0895
H5 1.782 16.339 -29.676  0.0962
H6 1.603 16.547 -31.439  0.0980
C4 -5.575 11.429 -32.992  -0.0395
O4 -4.786 12.507 -32.502  0.0016
C5 -4.805 12.675 -31.185  -0.6323
O5 -5.257 11.900 -30.387  0.1389
O6 -4.261 13.858 -30.922  -0.0168
C6 -4.099 14.224 -29.554  -0.0135
H7 -6.619 11.547 -32.694  0.0997
H8 -5.242 10.471 -32.585  0.0991
H9 -5.483 11.417 -34.070  0.0918
H10 -3.666 13.448 -28.925  0.0889
H11 -5.056 14.593 -29.193  0.1059
H12 -3.366 15.030 -29.534  0.0897
C7 -6.712 17.433 -23.158  -0.0229
O7 -6.295 16.591 -24.245  0.0031
C8 -5.788 15.407 -23.911  -0.6220
O8 -5.579 15.011 -22.799  0.1251
O9 -5.535 14.737 -25.033  0.0143
C9 -4.828 13.534 -24.868  -0.0587
H13 -6.097 17.251 -22.283  0.0911
H14 -7.772 17.270 -22.984  0.0965
H15 -6.569 18.450 -23.517  0.0925
H16 -4.078 13.638 -24.079  0.0987
H17 -4.232 13.306 -25.754  0.0812
H18 -5.449 12.661 -24.673  0.1004
C10 0.811 9.220 -29.707  -0.0494
O10 1.741 9.889 -30.521  0.0155
C11 1.725 9.551 -31.814  -0.6174
O11 0.939 8.815 -32.338  0.1317
O12 2.763 10.149 -32.400  0.0048
C12 2.847 9.983 -33.816  -0.0377
H19 -0.157 9.102 -30.203  0.1005
H20 0.583 9.832 -28.835  0.0816
H21 1.168 8.252 -29.360  0.1037
H22 3.351 10.864 -34.200  0.0929
H23 1.857 9.929 -34.270  0.0933
H24 3.374 9.064 -34.061  0.0976
C13 -2.038 10.603 -27.622  -0.0455
O13 -2.193 10.921 -28.989  -0.0147
C14 -1.401 11.880 -29.491  -0.6409
O14 -0.626 12.541 -28.863  0.1369
O15 -1.664 11.913 -30.792  0.0077
C15 -0.988 12.861 -31.616  -0.0012
H25 -0.991 10.680 -27.322  0.0879
H26 -2.374 9.582 -27.475  0.0982
H27 -2.618 11.285 -26.999  0.0879
H28 -1.700 13.245 -32.341  0.0978
H29 -0.181 12.348 -32.142  0.1003
H30 -0.546 13.680 -31.054  0.0720

The lowest unoccupied orbital energy is 0.6 eV. As for the orbital gap: 11.477 eV. As for the calculated total energy: -1718.1736 a.u. As for the HOMO energy: -10.84 eV.



> What is the calculated total energy in the third record?

-1674.2495 a.u.